i.
{
  "formula": "C5H5NO",
  "method": "ωB97M-V/def2-TZVPD",
  "symbols": ["C", "C", "C", "C", "N", "C", "O", "H", "H", "H", "H", "H"],
  "positions_angstrom": [[0.607, 1.640, -1.330], [0.645, 1.161, -0.216], [0.281, -0.310, -0.145], [1.496, -1.095, 0.056], [2.472, -1.703, 0.172], [-0.814, -0.527, 0.886], [-1.891, 0.338, 0.636], [0.489, 1.788, -2.374], [-0.132, -0.605, -1.120], [-0.379, -0.388, 1.880], [-1.193, -1.542, 0.775], [-1.581, 1.244, 0.781]],
  "nbo_charge": [-0.075, -0.122, -0.365, 0.282, -0.297, -0.044, -0.701, 0.238, 0.243, 0.173, 0.193, 0.475],
  "spin_multiplicity": 1,
  "homo_lumo_gap_ev": 10.293,
  "smiles": "C#C[C@@H](C#N)CO",
  "charge": 0
}

=====

ii.
{
  "formula": "C5H5NO",
  "method": "ωB97M-V/def2-TZVPD",
  "symbols": ["C", "C", "C", "C", "O", "C", "N", "H", "H", "H", "H", "H"],
  "positions_angstrom": [[-0.381, 2.403, 0.213], [-0.645, 1.138, 0.226], [-0.900, -0.133, 0.256], [0.156, -1.213, 0.141], [-0.329, -2.212, -0.735], [1.414, -0.651, -0.328], [2.410, -0.254, -0.722], [-0.362, 2.965, -0.706], [-0.174, 2.950, 1.119], [-1.907, -0.516, 0.342], [0.340, -1.647, 1.146], [0.378, -2.830, -0.951]],
  "nbo_charge": [-0.457, 0.111, -0.302, -0.015, -0.686, 0.249, -0.293, 0.231, 0.228, 0.244, 0.209, 0.483],
  "spin_multiplicity": 1,
  "homo_lumo_gap_ev": 10.952,
  "smiles": "C=C=C[C@@H](O)C#N",
  "charge": 0
}

=====

iii.
{
  "formula": "C5H5NO",
  "method": "ωB97M-V/def2-TZVPD",
  "symbols": ["O", "C", "C", "C", "C", "C", "N", "H", "H", "H", "H", "H"],
  "positions_angstrom": [[1.619, 1.729, 0.574], [1.229, 1.038, -0.555], [0.414, -0.036, -0.316], [-0.508, -0.809, -1.158], [-1.524, -1.324, -0.424], [-1.293, -0.809, 0.849], [-0.161, -0.094, 0.914], [1.101, 1.286, 1.385], [1.540, 1.410, -1.582], [-0.370, -1.112, -2.224], [-2.258, -2.001, -0.688], [-1.743, -1.133, 1.738]],
  "nbo_charge": [-0.664, 0.317, -0.080, -0.175, -0.317, 0.043, -0.502, 0.532, 0.215, 0.212, 0.223, 0.195],
  "spin_multiplicity": 1,
  "homo_lumo_gap_ev": 8.583,
  "smiles": "O/C=C1/C=CC=N1",
  "charge": 0
}

=====

iv.
{
  "formula": "C5H5NO",
  "method": "ωB97M-V/def2-TZVPD",
  "symbols": ["O", "C", "C", "C", "C", "C", "N", "H", "H", "H", "H", "H"],
  "positions_angstrom": [[-1.704, -1.247, 2.023], [-1.196, -0.309, 1.543], [-0.628, 0.750, 1.009], [0.717, 0.676, 0.308], [0.448, 0.207, -1.109], [0.196, -1.195, -1.310], [1.329, -0.860, -1.735], [-1.295, 1.578, 0.791], [1.388, -0.047, 0.787], [1.219, 1.650, 0.348], [0.002, 0.944, -1.779], [-0.408, -2.076, -1.142]],
  "nbo_charge": [-0.462, 0.718, -0.555, -0.424, -0.137, 0.047, -0.297, 0.262, 0.224, 0.225, 0.185, 0.215],
  "spin_multiplicity": 1,
  "homo_lumo_gap_ev": 9.729,
  "smiles": "O=C=CC[C@@H]1C=N1",
  "charge": 0
}

=====

Stability, highest: iii

=====

i.
{
  "formula": "C5H5NO",
  "method": "ωB97M-V/def2-TZVPD",
  "symbols": ["C", "C", "C", "O", "C", "C", "N", "H", "H", "H", "H", "H"],
  "positions_angstrom": [[-0.703, 2.798, 1.051], [-0.099, 1.773, 0.857], [0.524, 0.476, 0.596], [1.583, 0.146, 1.093], [-0.313, -0.459, -0.224], [0.208, -1.399, -1.267], [-0.118, -1.882, 0.056], [-1.239, 3.711, 1.212], [-1.346, -0.137, -0.328], [1.248, -1.417, -1.581], [-0.503, -1.680, -2.043], [0.760, -1.931, 0.578]],
  "nbo_charge": [-0.129, -0.131, 0.498, -0.509, -0.197, -0.224, -0.545, 0.242, 0.217, 0.209, 0.203, 0.367],
  "spin_multiplicity": 1,
  "homo_lumo_gap_ev": 9.913,
  "smiles": "C#CC(=O)[C@H]1CN1",
  "charge": 0
}

=====

ii.
{
  "formula": "C5H5NO",
  "method": "ωB97M-V/def2-TZVPD",
  "symbols": ["N", "C", "C", "C", "C", "C", "O", "H", "H", "H", "H", "H"],
  "positions_angstrom": [[-0.119, 0.519, -2.442], [0.031, -0.274, -1.612], [0.051, -0.980, -0.346], [-1.136, -0.545, 0.485], [0.226, 0.013, 0.779], [0.874, 1.308, 0.321], [1.998, 1.263, -0.114], [0.487, -1.971, -0.292], [-1.892, 0.023, -0.048], [-1.527, -1.268, 1.196], [0.679, -0.354, 1.697], [0.328, 2.265, 0.377]],
  "nbo_charge": [-0.317, 0.277, -0.328, -0.377, -0.315, 0.434, -0.490, 0.260, 0.239, 0.232, 0.250, 0.134],
  "spin_multiplicity": 1,
  "homo_lumo_gap_ev": 10.933,
  "smiles": "N#C[C@@H]1C[C@@H]1C=O",
  "charge": 0
}

=====

Stability, highest: ii

=====

i.
{
  "formula": "C4H6N2",
  "method": "ωB97M-V/def2-TZVPD",
  "symbols": ["C", "C", "C", "C", "N", "N", "H", "H", "H", "H", "H", "H"],
  "positions_angstrom": [[0.159, 0.058, -0.968], [-0.161, -0.797, 0.133], [1.136, 0.761, -0.020], [0.811, -0.222, 1.033], [-1.227, 0.346, -1.118], [-1.593, -0.535, -0.053], [2.108, 0.527, -0.368], [0.754, 1.780, 0.270], [0.551, -0.021, 2.059], [1.473, -0.988, 1.198], [-1.735, 0.314, -1.987], [-2.276, -1.223, -0.178]],
  "nbo_charge": [-0.011, 0.094, -0.419, -0.477, -0.412, -0.422, 0.223, 0.239, 0.233, 0.218, 0.367, 0.369],
  "spin_multiplicity": 1,
  "homo_lumo_gap_ev": 8.886,
  "charge": 0
}

=====

ii.
{
  "formula": "C4H6N2",
  "method": "ωB97M-V/def2-TZVPD",
  "symbols": ["C", "C", "C", "C", "N", "N", "H", "H", "H", "H", "H", "H"],
  "positions_angstrom": [[-0.404, -0.468, 0.233], [0.119, 0.322, -0.761], [-1.252, -0.046, -0.810], [-0.228, -0.988, 1.561], [-2.378, -0.255, -1.356], [2.121, 1.623, -0.443], [0.734, -1.363, 1.561], [-1.054, -1.574, 1.811], [-0.103, -0.084, 2.263], [-2.418, 0.003, -2.285], [2.713, 0.807, -0.406], [2.150, 2.023, -1.368]],
  "nbo_charge": [-0.021, 0.097, 0.239, -0.667, -0.718, -0.673, 0.247, 0.242, 0.253, 0.358, 0.317, 0.324],
  "spin_multiplicity": 1,
  "homo_lumo_gap_ev": [8.450, 7.514],
  "charge": 0
}

=====

iii.
{
  "formula": "C4H6N2",
  "method": "ωB97M-V/def2-TZVPD",
  "symbols": ["N", "C", "C", "C", "C", "N", "H", "H", "H", "H", "H", "H"],
  "positions_angstrom": [[3.376, 0.005, -0.010], [2.237, -0.108, 0.164], [0.790, -0.233, 0.369], [-0.088, 1.014, 0.059], [-0.779, 0.172, -1.045], [0.049, -0.823, -0.737], [0.598, -0.713, 1.335], [-0.740, 1.340, 0.873], [0.462, 1.871, -0.337], [-2.828, -0.302, -0.084], [-3.189, -0.469, 0.549], [0.111, -1.754, -1.137]],
  "nbo_charge": [-0.287, 0.253, -0.166, -0.501, 0.141, -0.552, 0.239, 0.237, 0.243, 0.009, -0.022, 0.407],
  "spin_multiplicity": 1,
  "homo_lumo_gap_ev": 9.761,
  "charge": 0
}

=====

Stability, highest: iii

=====

i.
{
  "formula": "C11H9ClCsN3O4",
  "method": "ωB97M-V/def2-TZVPD",
  "symbols": ["Cs", "O", "Cl", "O", "O", "O", "C", "C", "C", "C", "C", "C", "N", "N", "C", "C", "C", "C", "C", "N", "H", "H", "H", "H", "H", "H", "H", "H", "H"],
  "positions_angstrom": [[0.191, -0.267, 0.292], [2.219, 3.273, -0.666], [1.740, 2.546, 0.473], [2.045, 3.216, 1.702], [2.326, 1.200, 0.482], [0.286, 2.359, 0.362], [-4.365, 2.242, 2.649], [-3.532, 2.547, 1.585], [-3.103, 1.535, 0.735], [-3.486, 0.226, 0.990], [-4.314, -0.091, 2.058], [-4.765, 0.926, 2.879], [-2.899, -0.749, 0.110], [-2.826, -1.891, 0.583], [-2.182, -2.820, -0.307], [-2.789, -3.256, -1.471], [-2.088, -4.142, -2.273], [-0.818, -4.551, -1.884], [-0.323, -4.053, -0.691], [-0.973, -3.198, 0.098], [-4.708, 3.031, 3.304], [-3.210, 3.565, 1.411], [-2.460, 1.763, -0.106], [-4.592, -1.123, 2.226], [-5.421, 0.697, 3.708], [-3.776, -2.902, -1.731], [-2.524, -4.500, -3.197], [-0.234, -5.232, -2.484], [0.662, -4.343, -0.339]],
  "mulliken_charge": [1.057, -0.617, 1.822, -0.616, -0.815, -0.812, -0.377, -0.680, -0.083, 0.125, -0.312, -0.529, -0.251, -0.245, 0.581, -0.449, -0.340, -0.491, -0.254, -0.438, 0.380, 0.391, 0.603, 0.423, 0.366, 0.373, 0.397, 0.377, 0.415],
  "spin_multiplicity": 1,
  "homo_lumo_gap_ev": 9.000,
  "charge": 0
}

=====

ii.
{
  "formula": "C11H9ClCsN3O4",
  "method": "ωB97M-V/def2-TZVPD",
  "symbols": ["Cs", "O", "Cl", "O", "O", "O", "C", "C", "C", "C", "C", "C", "N", "N", "C", "C", "C", "C", "C", "N", "H", "H", "H", "H", "H", "H", "H", "H", "H"],
  "positions_angstrom": [[2.113, 0.212, -0.130], [4.110, 3.613, -1.072], [3.649, 2.897, 0.063], [3.982, 3.537, 1.284], [4.215, 1.539, 0.047], [2.190, 2.734, -0.025], [-2.509, 2.722, 2.308], [-1.664, 3.063, 1.263], [-1.191, 2.073, 0.414], [-1.544, 0.751, 0.652], [-2.389, 0.395, 1.698], [-2.876, 1.398, 2.518], [-0.950, -0.213, -0.237], [-0.870, -1.350, 0.224], [-0.143, -2.229, -0.714], [-0.793, -2.681, -1.852], [-0.138, -3.638, -2.609], [1.107, -4.079, -2.195], [1.686, -3.525, -1.063], [1.059, -2.607, -0.320], [-2.889, 3.492, 2.966], [-1.371, 4.092, 1.104], [-0.535, 2.314, -0.413], [-2.655, -0.639, 1.862], [-3.543, 1.147, 3.332], [-1.771, -2.305, -2.115], [-0.596, -4.040, -3.502], [1.641, -4.843, -2.743], [2.674, -3.830, -0.742]],
  "mulliken_charge": [1.080, -0.613, 1.847, -0.612, -0.833, -0.840, -0.389, -0.693, -0.121, 0.209, -0.333, -0.496, -0.222, -0.257, 0.683, -0.483, -0.408, -0.426, -0.333, -0.440, 0.380, 0.388, 0.560, 0.428, 0.361, 0.380, 0.399, 0.367, 0.416],
  "spin_multiplicity": 1,
  "homo_lumo_gap_ev": 9.165,
  "charge": 0
}

=====

Stability, highest: i